Record 1
98
Properties=species:S:1:pos:R:3:forces:R:3 method="wB97M-V/def2-TZVPD" largest_force_ev_per_a=2.1 relative_energy_kcal_mol=12.9 orbital_gap_ha=0.35083 e_homo_ev=-8.99 smiles=COC[C@H](C)N.COC[C@H](C)N.COC[C@H](C)N.COC[C@H](C)N.OCCO.OCCO.OCCO e_lumo_ev=0.5543 e_tot_ev=-50251.18682
C 2.137 -4.131 3.250 -2.0 0.5 0.7
O 1.440 -2.889 3.560 -0.2 -0.3 -0.6
C 1.672 -2.305 4.823 0.4 -0.9 0.3
C 0.371 -2.104 5.596 -0.2 -1.1 -0.7
C -0.587 -1.079 5.009 0.4 0.1 0.5
N 0.736 -1.950 6.979 -0.6 0.1 1.0
H 1.572 -5.027 3.634 0.4 0.9 -0.2
H 3.091 -4.080 3.735 0.8 -0.2 -0.2
H 2.109 -4.133 2.170 0.6 -0.4 -0.2
H 2.288 -3.023 5.390 -0.2 0.5 0.2
H 2.246 -1.377 4.706 -0.1 0.1 0.0
H -0.170 -3.065 5.496 0.4 0.1 0.2
H -0.264 -0.062 5.209 0.1 0.3 0.2
H -1.557 -1.247 5.476 -0.2 0.2 -0.3
H -0.633 -1.179 3.937 -0.4 -0.2 -0.4
H 1.213 -1.079 7.111 0.4 0.5 0.1
H -0.078 -1.885 7.597 0.2 -0.2 -0.4
C 0.118 -2.977 -4.467 0.6 -0.5 -0.4
O -0.804 -2.077 -5.027 -0.2 0.1 -0.1
C -1.061 -1.001 -4.143 0.1 -1.2 0.8
C -2.034 -0.019 -4.696 0.1 0.8 -0.7
C -2.264 1.142 -3.733 0.3 0.4 -1.0
N -3.287 -0.582 -5.150 0.0 0.2 -0.2
H 0.010 -3.907 -5.045 0.3 0.2 0.3
H -0.041 -3.192 -3.401 -0.5 0.0 0.0
H 1.171 -2.621 -4.496 -0.5 0.0 -0.3
H -1.469 -1.457 -3.223 0.0 0.3 0.1
H -0.108 -0.557 -3.902 0.3 0.6 0.3
H -1.570 0.421 -5.571 0.2 0.1 -0.4
H -2.780 0.872 -2.833 0.1 -0.4 0.8
H -2.907 1.876 -4.210 -0.2 0.1 -0.3
H -1.314 1.661 -3.563 -0.2 -0.3 0.5
H -3.134 -1.381 -5.765 -0.1 0.1 0.5
H -3.813 -0.820 -4.329 -0.5 -0.6 0.1
C 1.172 4.646 3.789 0.0 0.3 -0.4
O 1.275 3.429 3.122 0.6 -1.2 -0.9
C 1.284 3.549 1.715 1.3 0.1 -0.7
C 1.305 2.187 0.986 -0.3 -0.3 -1.2
C 2.643 1.499 1.036 0.4 0.4 0.4
N 0.903 2.198 -0.484 0.2 0.6 1.6
H 1.858 5.434 3.443 0.6 -0.5 0.2
H 1.306 4.364 4.826 -0.1 0.6 0.3
H 0.220 5.096 3.555 -0.9 0.1 0.4
H 0.418 4.118 1.413 -0.5 0.3 -0.3
H 2.212 4.108 1.386 -0.8 -0.2 0.3
H 0.575 1.551 1.457 -0.5 -0.2 0.4
H 3.359 2.115 0.500 0.2 -0.1 -0.5
H 2.659 0.472 0.646 -0.2 0.4 0.2
H 3.005 1.530 2.050 0.1 -0.4 0.6
H 1.524 2.801 -1.027 -0.1 -0.2 0.2
H -0.031 2.595 -0.535 -0.2 0.1 -0.3
C -2.974 2.512 0.335 0.3 0.0 -0.6
O -2.113 3.313 -0.441 0.4 1.0 0.1
C -2.324 4.744 -0.269 0.9 -1.4 -0.2
C -3.396 5.190 -1.221 -0.7 0.5 0.9
C -2.917 5.330 -2.609 0.1 0.2 -1.7
N -3.838 6.515 -0.737 -0.5 -0.6 1.2
H -4.020 2.799 0.167 0.0 -0.4 0.0
H -2.749 2.663 1.386 0.0 -0.3 0.4
H -2.732 1.490 -0.004 -0.6 0.3 0.5
H -2.688 4.982 0.736 0.5 -0.2 0.2
H -1.316 5.178 -0.484 -0.9 0.1 0.3
H -4.165 4.386 -1.201 0.0 0.7 0.1
H -2.359 4.470 -2.986 -0.4 -0.2 0.1
H -2.222 6.157 -2.709 0.2 0.4 0.2
H -3.766 5.557 -3.277 0.4 -0.3 0.1
H -4.596 6.557 -0.029 0.8 -0.3 -0.9
H -3.999 7.179 -1.456 -0.3 0.4 -0.6
O 2.487 -2.144 -2.006 -1.0 0.0 -0.2
C 3.725 -1.819 -1.480 1.6 0.8 -0.3
C 4.023 -0.338 -1.790 0.8 -1.1 -0.3
O 4.042 -0.017 -3.183 0.1 -0.1 0.5
H 1.867 -1.480 -1.631 -0.3 -0.2 -0.5
H 3.780 -1.874 -0.398 -0.2 -0.3 0.5
H 4.485 -2.525 -1.869 -0.4 0.4 0.0
H 4.999 -0.085 -1.334 -0.4 0.1 -0.3
H 3.245 0.203 -1.270 -0.3 0.5 -0.1
H 3.575 -0.711 -3.665 -0.1 0.0 0.2
O 0.336 -0.488 -1.303 -0.2 -0.8 -0.1
C -0.490 -1.279 -0.418 1.2 1.0 -1.0
C 0.369 -1.704 0.738 -0.1 1.3 0.2
O -0.335 -2.594 1.528 -0.9 -0.4 0.3
H 0.638 0.330 -0.890 -0.1 0.9 0.2
H -1.338 -0.705 -0.085 -0.6 0.2 0.1
H -0.808 -2.070 -1.078 -0.3 -0.7 0.3
H 0.644 -0.769 1.300 -0.1 -0.7 -0.3
H 1.253 -2.146 0.327 0.8 -0.3 0.0
H 0.082 -2.633 2.397 0.3 -0.3 0.3
O 1.380 -4.162 -0.614 -0.4 -1.2 1.1
C 0.720 -5.394 -0.833 -1.7 -0.1 -0.3
C -0.823 -5.351 -0.845 -0.4 -0.3 0.0
O -1.365 -5.008 0.425 0.4 0.7 -0.6
H 1.338 -3.606 -1.379 0.3 0.5 -0.9
H 0.989 -5.850 -1.795 0.5 -0.2 0.3
H 0.844 -6.028 0.037 1.0 -0.2 0.0
H -1.237 -6.357 -1.039 0.6 0.1 0.0
H -1.222 -4.755 -1.681 0.1 0.4 0.3
H -1.018 -4.118 0.633 -0.2 -0.3 0.4

Record 2
101
Properties=species:S:1:pos:R:3:forces:R:3 method="wB97M-V/def2-TZVPD" largest_force_ev_per_a=2.9 relative_energy_kcal_mol=58.8 orbital_gap_ha=0.32932 e_homo_ev=-8.78 smiles="COC[C@H](C)N.COC[C@H](C)N.COC[C@H](C)N.COC[C@H](C)N.COC[C@H](C)N.NC(N)=O.NC(N)=O" e_lumo_ev=0.1773 e_tot_ev=-51576.80520
C -33.875 25.420 5.201 -0.4 0.8 0.7
O -32.597 25.243 5.789 0.3 0.3 -0.2
C -32.516 25.868 7.057 0.0 0.4 0.9
C -32.960 24.919 8.179 -0.9 -0.3 -0.1
C -32.790 25.444 9.576 1.0 1.4 0.8
N -32.395 23.606 8.095 -0.2 -1.2 -0.5
H -34.211 26.464 5.262 0.3 0.3 0.0
H -34.644 24.915 5.790 0.0 -0.6 -0.4
H -33.876 25.195 4.137 0.2 -0.6 0.2
H -31.529 26.250 7.337 0.4 -0.3 -0.8
H -33.157 26.756 7.040 -0.1 0.1 0.2
H -34.043 24.868 8.005 -0.1 -0.6 0.2
H -33.382 26.347 9.743 -0.1 0.0 0.0
H -31.747 25.737 9.758 0.1 0.2 -0.3
H -32.937 24.797 10.441 -0.7 -0.6 -0.6
H -32.419 23.219 7.162 0.0 0.1 0.0
H -31.492 23.406 8.497 0.1 0.6 0.2
C -32.689 29.345 12.071 0.3 0.8 -0.5
O -33.467 30.496 11.720 -0.2 -0.3 -0.3
C -34.832 30.247 11.382 -0.4 -0.1 0.2
C -35.546 31.527 10.940 -0.7 1.6 -0.2
C -35.745 32.622 12.012 -0.3 0.2 0.2
N -36.910 31.242 10.358 1.6 -0.6 0.3
H -33.076 28.836 12.952 0.0 0.0 0.1
H -31.682 29.741 12.210 -0.1 0.0 0.6
H -32.529 28.648 11.247 -0.7 -0.2 -0.2
H -34.896 29.547 10.542 0.1 -0.2 0.0
H -35.309 29.774 12.245 -0.3 0.0 0.0
H -34.908 31.996 10.185 0.1 -0.2 -0.2
H -35.016 33.436 12.018 1.0 -0.9 0.5
H -35.952 32.126 12.962 0.4 0.4 0.3
H -36.576 33.321 11.872 -0.7 -0.9 -0.6
H -37.194 32.120 9.938 -0.2 0.0 0.0
H -36.696 30.658 9.553 -0.4 -0.1 -0.2
C -27.886 32.955 13.857 -1.2 -1.0 -0.8
O -27.383 32.637 12.563 0.0 0.6 -0.2
C -28.387 32.662 11.540 -0.6 -0.1 0.5
C -27.775 32.361 10.197 1.4 0.7 -0.6
C -28.781 32.344 9.036 0.5 -0.8 0.7
N -27.002 31.102 10.324 -1.3 -0.1 0.1
H -27.220 32.568 14.623 0.4 0.5 -0.1
H -28.819 32.393 13.996 -0.1 -0.1 0.1
H -28.194 33.998 13.941 0.6 0.2 0.2
H -29.094 31.855 11.772 -0.3 0.0 0.0
H -28.967 33.589 11.526 0.2 0.2 0.1
H -26.982 33.094 10.010 -0.3 0.4 0.0
H -29.051 33.317 8.633 -0.2 0.1 0.4
H -29.636 31.766 9.398 -0.4 0.3 -0.2
H -28.380 31.767 8.201 0.2 0.0 0.0
H -26.873 31.111 11.333 0.9 -0.6 0.0
H -27.714 30.377 10.207 0.2 -0.3 -0.1
C -29.288 28.119 8.932 -0.4 0.4 1.8
O -30.299 28.669 8.176 0.1 0.3 -2.9
C -31.469 29.216 8.709 0.5 -0.6 0.7
C -32.226 29.991 7.646 1.0 2.3 -0.3
C -31.327 31.014 6.931 0.8 -1.3 -1.8
N -33.310 30.878 8.170 0.1 -1.7 0.9
H -28.401 27.907 8.339 -0.2 0.0 -0.2
H -29.640 27.227 9.466 0.2 -0.2 -0.1
H -29.020 28.855 9.706 0.3 -0.2 0.2
H -32.076 28.352 9.010 -0.3 0.3 0.6
H -31.176 29.860 9.548 -0.4 0.1 0.3
H -32.527 29.248 6.904 -0.6 0.2 0.0
H -31.909 31.514 6.154 -0.3 0.3 0.3
H -30.593 30.482 6.317 0.2 0.0 0.2
H -30.769 31.744 7.510 -0.4 -0.1 0.5
H -33.351 30.698 9.172 -0.5 -0.1 0.1
H -32.956 31.825 8.201 0.0 0.2 -0.2
C -36.622 28.216 3.762 0.4 0.6 0.4
O -36.830 28.421 5.167 -0.1 0.0 -0.7
C -35.970 29.392 5.760 0.1 0.5 -0.6
C -36.717 30.702 6.069 -1.1 0.7 1.2
C -37.187 31.505 4.836 0.6 -1.7 0.6
N -36.064 31.662 7.027 0.6 -0.8 -1.5
H -37.263 27.423 3.385 0.0 -0.2 0.4
H -35.567 27.998 3.577 0.0 -0.4 0.0
H -36.829 29.103 3.157 -0.2 0.2 0.2
H -35.525 28.931 6.643 -0.2 0.2 0.3
H -35.131 29.616 5.091 0.1 0.0 -0.1
H -37.629 30.434 6.609 -0.1 -0.5 -0.2
H -37.768 30.791 4.252 -0.3 0.4 -0.3
H -36.304 31.781 4.255 -0.1 0.4 -0.1
H -37.787 32.339 5.188 0.1 0.1 -0.3
H -35.278 31.180 7.468 0.0 0.1 0.3
H -35.577 32.274 6.375 0.2 0.5 0.4
N -31.426 34.756 10.940 0.8 0.8 -1.7
C -32.151 33.630 10.795 -0.9 0.2 1.2
N -32.304 33.027 12.008 -0.9 -1.5 -0.5
O -32.665 33.298 9.730 0.6 -0.3 0.5
H -31.168 35.148 10.046 0.1 0.6 0.5
H -31.190 35.162 11.821 0.2 0.1 -0.1
H -32.009 33.465 12.857 0.1 0.1 0.0
H -32.961 32.245 12.053 0.4 0.2 0.1
N -25.980 27.980 7.190 -0.9 -0.7 -0.1
C -25.055 27.876 8.188 1.3 -0.3 -1.2
N -24.953 29.046 8.860 0.0 0.1 0.4
O -24.358 26.869 8.241 -0.3 0.5 1.1
H -26.017 27.132 6.647 -0.2 0.4 -0.4
H -26.254 28.875 6.832 -0.1 -0.2 -0.3
H -24.383 29.179 9.675 0.0 -0.2 -0.1
H -25.731 29.664 8.714 0.2 0.4 0.6